No. 1
Formula: C8H31N9O7
Source: OMol25
Level of theory: the ωB97M-V functional and the def2-TZVPD basis

```
! RIJCOSX wB97M-V def2-TZVPD def2/J DEFGRID3
* xyz 0 1
C -2.046 -3.619 4.859
O -2.185 -2.404 4.175
C -0.972 -1.808 3.834
C -1.318 -0.502 3.104
C -1.908 -0.754 1.714
N -0.078 0.259 2.800
H -1.520 -3.407 5.806
H -1.404 -4.316 4.317
H -2.987 -4.002 5.251
H -0.404 -1.597 4.749
H -0.319 -2.301 3.102
H -1.906 0.254 3.630
H -1.362 -1.527 1.168
H -2.058 0.184 1.190
H -2.841 -1.297 1.903
H 0.595 -0.434 2.476
H 0.379 0.733 3.571
N 0.775 -1.090 -4.285
C 0.481 -2.088 -5.181
N 1.587 -2.857 -5.408
O -0.532 -2.232 -5.840
H 1.595 -0.997 -3.715
H 0.084 -0.411 -4.022
H 1.479 -3.559 -6.120
H 2.339 -2.885 -4.749
N -1.817 3.315 2.593
C -1.532 3.516 1.265
N -2.022 4.709 0.846
O -0.940 2.707 0.563
H -1.559 2.434 3.001
H -2.121 4.085 3.151
H -1.862 4.898 -0.129
H -2.329 5.370 1.527
N 2.548 4.484 -3.025
C 1.773 3.498 -2.490
N 0.540 3.958 -2.174
O 2.161 2.333 -2.414
H 3.502 4.293 -3.272
H 2.083 5.303 -3.359
H -0.109 3.260 -1.843
H 0.237 4.892 -2.352
N 3.530 -3.655 0.441
C 2.590 -2.724 0.729
N 2.095 -2.041 -0.344
O 2.164 -2.478 1.859
H 3.904 -4.246 1.157
H 3.732 -3.713 -0.538
H 2.344 -2.400 -1.246
H 1.376 -1.357 -0.172
O -2.445 0.183 -2.693
H -2.115 0.265 -3.593
H -1.707 0.454 -2.134
O 0.230 0.075 -1.087
H -0.251 0.802 -0.667
H 0.527 0.439 -1.930
*
```

SMILES: COC[C@H](C)N.NC(N)=O.NC(N)=O.NC(N)=O.NC(N)=O.O.O

Okay, here come the natural (NBO) numbers, in e, for every atom: -0.25, -0.54, -0.08, -0.05, -0.62, -0.86, 0.15, 0.17, 0.19, 0.16, 0.19, 0.17, 0.21, 0.22, 0.21, 0.37, 0.35, -0.85, 0.78, -0.85, -0.64, 0.39, 0.39, 0.41, 0.38, -0.85, 0.79, -0.84, -0.69, 0.42, 0.38, 0.40, 0.39, -0.85, 0.78, -0.84, -0.68, 0.41, 0.38, 0.42, 0.39, -0.84, 0.77, -0.85, -0.70, 0.42, 0.38, 0.36, 0.45, -0.93, 0.46, 0.47, -0.96, 0.50, 0.47

No. 2
Formula: C4H10O2
Source: OMol25
Level of theory: the ωB97M-V functional and the def2-TZVPD basis

```
! RIJCOSX wB97M-V def2-TZVPD def2/J DEFGRID3
* xyz 0 1
C -1.386 -1.206 -1.761
O -1.162 -0.207 -0.796
C -0.202 -0.561 0.179
C 0.316 0.741 0.798
C 1.644 0.550 1.514
O 0.530 1.687 -0.227
H -0.437 -1.575 -2.179
H -1.939 -2.059 -1.343
H -1.975 -0.757 -2.564
H 0.632 -1.098 -0.301
H -0.644 -1.220 0.942
H -0.439 1.115 1.512
H 2.095 1.533 1.674
H 2.334 -0.037 0.897
H 1.528 0.056 2.484
H -0.199 1.552 -0.852
*
```

SMILES: COC[C@@H](C)O

Okay, here come the natural (NBO) numbers, in e, for every atom: -0.24, -0.56, -0.08, 0.08, -0.62, -0.72, 0.17, 0.17, 0.19, 0.16, 0.17, 0.15, 0.23, 0.21, 0.21, 0.48

No. 3
Formula: C5H9N5O
Source: OMol25
Level of theory: the ωB97M-V functional and the def2-TZVPD basis

```
! RIJCOSX wB97M-V def2-TZVPD def2/J DEFGRID3
* xyz 0 1
N 0.005 2.931 3.511
C 0.169 1.928 2.603
N -0.593 1.822 1.493
N -0.160 0.760 0.861
N 0.815 0.288 1.594
N 1.081 0.976 2.702
H -0.715 3.615 3.354
H 0.592 2.967 4.319
H 1.339 -0.542 1.335
C -1.527 -0.013 -1.392
C -0.821 -0.838 -2.161
C 0.285 -1.731 -1.674
C 0.920 -2.573 -2.759
O 1.823 -3.350 -2.559
H -2.326 0.617 -1.809
H -1.372 0.063 -0.329
H -1.049 -0.895 -3.235
H 1.094 -1.150 -1.188
H -0.069 -2.427 -0.884
H 0.509 -2.448 -3.784
*
```

SMILES: Nc1nn[nH]n1.C=CCC=O

Okay, here come the natural (NBO) numbers, in e, for every atom: -0.82, 0.43, -0.31, -0.04, -0.15, -0.32, 0.41, 0.41, 0.42, -0.36, -0.22, -0.57, 0.45, -0.52, 0.19, 0.22, 0.19, 0.23, 0.25, 0.11

Results for energy relative to the best compared isomer or geometry (same formula, charge and spin): 125.3 100.3 261.6 (in kJ/mol, following the order of the records).
Results for E: -1343.00305 -308.85995 -544.85617 (in Ha, following the order of the records).